53
Properties=species:S:1:pos:R:3:forces:R:3 method="wB97M-V/def2-TZVPD" spin_multiplicity=1 energy_ev=-68500.8350 largest_force_ev_per_a=2.06 total_charge=0
Au -0.426942 -0.127050 0.262912 -0.75 -1.22 1.49
S -0.622285 -0.190706 2.708375 0.27 0.50 -1.95
C -1.288678 -1.786124 2.853266 -0.32 -0.84 0.11
C -2.043499 -2.073062 3.997692 0.12 0.36 -0.16
C -2.524076 -3.342046 4.230334 -0.02 -0.26 -0.02
C -2.267622 -4.355477 3.307285 -0.09 0.08 0.23
C -1.540899 -4.082707 2.169018 0.21 0.16 -0.17
C -1.049298 -2.795929 1.914009 -0.21 -0.13 0.65
S -0.158959 -2.515932 0.450783 0.20 1.01 -0.56
H -2.235566 -1.267594 4.696410 -0.08 -0.03 0.03
H -3.109745 -3.546790 5.116478 0.02 0.01 0.01
H -2.652973 -5.351742 3.479440 0.00 -0.01 -0.03
H -1.350062 -4.854465 1.433847 -0.02 -0.05 0.02
C -0.192661 1.700310 -3.460529 -0.06 -0.04 0.08
C 0.281855 0.504429 -2.686285 0.44 0.25 -0.23
O -0.511134 -0.231262 -2.090595 -0.03 -0.08 0.47
N 1.611247 0.277157 -2.695676 -0.12 -0.08 0.12
C 2.241767 -0.795287 -1.940396 -0.09 0.00 0.05
C 2.917349 -0.258825 -0.705269 0.26 0.07 0.06
C 4.295773 -0.296068 -0.549209 -0.05 -0.07 -0.03
C 4.856689 0.267796 0.586690 -0.06 0.02 0.05
C 4.023303 0.860402 1.520248 0.09 -0.02 -0.04
C 2.657333 0.852614 1.282598 -0.03 -0.03 0.02
N 2.119728 0.301597 0.202418 0.19 0.09 -0.24
H -0.673582 2.377288 -2.752698 0.01 -0.01 0.03
H -0.947182 1.385062 -4.179265 0.01 -0.04 0.00
H 0.616032 2.215301 -3.974446 -0.02 0.02 -0.03
H 2.217190 0.970728 -3.100590 -0.10 0.05 -0.08
H 2.960452 -1.312941 -2.575931 -0.03 0.00 0.00
H 1.453261 -1.493064 -1.659528 0.05 -0.06 -0.03
H 4.915861 -0.762060 -1.303636 0.00 0.00 -0.01
H 5.928073 0.246838 0.735649 0.01 0.01 0.01
H 4.420195 1.320415 2.413741 -0.02 0.00 0.02
H 1.958923 1.294144 1.983523 0.02 0.00 0.03
C -2.331697 10.761185 -0.572459 0.10 0.08 -0.02
C -2.247802 9.259676 -0.565163 -0.06 -0.26 0.00
O -1.516587 8.603662 -1.253038 0.06 0.18 -0.03
S -3.377134 8.537336 0.622323 -0.06 -0.18 0.05
C -2.910199 6.823601 0.521762 -0.04 0.40 0.05
C -2.183239 6.266674 1.565801 -0.04 -0.08 -0.07
C -1.780154 4.946302 1.487804 -0.03 0.00 -0.03
C -2.083146 4.178974 0.358583 -0.01 0.15 0.10
C -2.834480 4.749360 -0.670808 -0.02 0.01 -0.01
C -3.252933 6.065683 -0.587982 0.02 -0.10 0.04
C -1.597116 2.838445 0.275265 0.12 -0.19 -0.15
C -1.126963 1.725797 0.204432 0.13 0.30 0.20
H -2.188243 11.137506 -1.583452 -0.02 -0.05 -0.02
H -1.521942 11.145512 0.050149 -0.01 0.00 0.02
H -3.279017 11.106341 -0.163502 -0.01 0.05 -0.01
H -1.934652 6.870239 2.428385 0.02 0.00 0.00
H -1.219374 4.494897 2.294807 0.03 0.00 -0.01
H -3.088457 4.151822 -1.535972 0.01 -0.02 0.00
H -3.838235 6.507219 -1.382633 0.02 0.02 -0.02

---

57
Properties=species:S:1:pos:R:3:forces:R:3 method="wB97M-V/def2-TZVPD" spin_multiplicity=2 energy_ev=-122787.2862 largest_force_ev_per_a=0.66 total_charge=+1 s_squared=1.18
Re -0.723885 1.756275 -0.248739 0.06 0.06 0.16
N 3.276014 2.377524 0.642427 0.14 0.00 -0.22
C 3.514411 2.252901 -0.715584 0.05 0.01 0.23
C 2.332694 1.916906 -1.287479 -0.24 -0.04 0.09
N 1.380129 1.836875 -0.297060 0.40 -0.16 -0.27
C 1.983207 2.120328 0.842137 -0.23 -0.02 0.31
C 1.107863 2.033059 1.987078 0.20 -0.07 -0.12
N -0.132926 1.638943 1.711522 -0.26 -0.08 0.36
C -0.836276 1.629203 2.904038 0.07 -0.06 -0.19
C 0.006558 2.005616 3.891772 0.23 0.09 -0.02
N 1.232991 2.264869 3.293211 -0.18 -0.02 0.19
H 3.955779 2.653858 1.331144 0.01 -0.01 0.00
H 4.489424 2.414443 -1.137503 0.00 0.00 0.00
H 2.095998 1.738300 -2.320832 0.01 0.00 -0.01
H -1.867320 1.324546 2.952880 0.00 0.02 -0.03
H -0.145969 2.119468 4.949445 0.02 -0.01 0.01
H 2.049880 2.617191 3.765157 0.00 -0.02 0.01
F -0.643446 5.639209 -1.060410 -0.10 -0.12 -0.19
B -0.052101 4.555835 -0.556189 -0.04 0.49 0.44
F -0.263401 3.349458 -1.491978 -0.01 0.01 -0.61
F -0.710956 4.024995 0.599232 0.07 0.22 0.05
F 1.289156 4.661271 -0.327174 0.05 -0.08 -0.08
C -2.996168 -2.136755 -4.284257 0.02 0.01 -0.04
C -3.309047 -2.658080 -3.039535 0.04 0.03 0.07
C -2.603589 -2.244353 -1.914887 -0.01 -0.03 -0.08
C -1.578040 -1.303479 -2.022623 -0.16 -0.09 -0.24
C -1.281149 -0.785099 -3.288413 -0.05 0.02 0.00
C -1.979259 -1.197439 -4.411055 -0.01 -0.01 0.02
Si -0.635820 -0.750759 -0.536112 0.23 0.35 -0.18
C -1.420151 -1.325531 1.055256 -0.14 -0.06 0.24
C -2.732608 -0.948077 1.373859 0.01 -0.06 0.03
C -3.330840 -1.355439 2.559343 0.06 0.00 -0.04
C -2.623254 -2.146894 3.453696 -0.01 0.01 0.03
C -1.328119 -2.544080 3.151194 0.01 0.01 -0.02
C -0.732683 -2.138948 1.964124 -0.06 0.06 0.02
C 1.164556 -1.229927 -0.643494 0.19 -0.26 0.12
C 2.038164 -1.047630 0.438828 0.01 -0.03 -0.05
C 3.370998 -1.414921 0.363326 -0.03 0.02 -0.05
C 3.867066 -1.976469 -0.810092 0.04 0.02 0.05
C 3.022953 -2.173305 -1.888217 -0.09 0.04 -0.04
C 1.681241 -1.808189 -1.803294 0.09 0.03 0.01
H -3.544108 -2.460057 -5.159643 0.00 0.01 0.00
H -4.103543 -3.386023 -2.940862 0.01 -0.01 0.00
H -2.857543 -2.664268 -0.948830 0.00 0.00 0.01
H -0.500671 -0.037740 -3.401532 0.01 0.00 0.00
H -1.738816 -0.785368 -5.382301 0.00 0.00 0.00
H -3.306210 -0.343842 0.681708 0.00 0.00 -0.02
H -4.350089 -1.064659 2.778471 0.00 0.01 0.00
H -3.085735 -2.465769 4.378822 0.00 -0.01 -0.01
H -0.783950 -3.182662 3.835068 0.00 0.00 0.00
H 0.270363 -2.477584 1.740066 0.01 -0.02 -0.01
H 1.664512 -0.624153 1.366194 -0.02 -0.03 0.02
H 4.023312 -1.282239 1.218084 0.00 -0.01 0.00
H 4.906536 -2.271371 -0.873074 0.00 0.00 0.00
H 3.401379 -2.621047 -2.797892 -0.01 0.00 0.00
H 1.033628 -1.983206 -2.653372 -0.01 -0.03 0.00
Br -2.961153 1.904298 -0.985657 -0.35 -0.16 0.01